[1]
Below is a molecular structure, C20H68AlBBrN27O16P in a non-equilibrium geometry, with properties calculated with ωB97M-V/def2-TZVPD.

- Charge: -1
- Gap between HOMO and LUMO: 4.72 eV
- Energy: -181457.912 eV
- Molecular weight: 1091.61 g mol⁻¹
- LUMO level: 1.744 eV

CARTESIAN COORDINATES (ANGSTROEM)
Br: -1.161 -0.611 -1.944
P: 0.515 0.257 1.359
Al: -1.309 -0.948 0.442
O: -1.038 -0.085 10.197
O: -6.065 0.308 4.436
O: 0.286 2.530 -3.514
O: 0.490 -4.807 -2.332
O: 5.889 -6.819 -0.282
O: -4.548 4.548 -0.905
O: 6.234 1.177 -5.485
O: -1.370 -3.913 -0.166
O: -2.269 5.882 6.964
O: 3.911 -3.007 -6.661
O: -3.793 0.987 -0.545
O: -0.613 1.324 6.242
O: 3.425 -3.204 2.362
O: -1.021 5.885 -7.384
O: 5.264 -1.684 -2.286
O: -4.183 -2.192 0.826
N: 1.740 -2.368 -6.619
N: 2.643 -3.259 -8.522
N: 0.173 -1.997 10.334
N: 1.710 -6.709 -2.235
N: 3.895 -5.213 3.298
N: 3.547 -0.410 -1.526
N: -1.944 7.460 -8.723
N: -3.750 6.868 5.560
N: 1.961 -5.254 -3.987
N: -2.818 1.833 6.213
N: 4.353 -0.110 -3.642
N: -0.517 3.948 -5.087
N: 4.961 -4.540 1.384
N: -1.386 3.002 7.557
N: -7.381 0.449 6.274
N: -6.464 5.223 -1.914
N: 7.467 -8.254 -1.045
N: 7.797 -0.296 -6.197
N: -1.735 2.116 -4.455
N: -2.711 4.919 4.963
N: 0.414 -0.600 8.538
N: -6.730 -1.592 5.464
N: 7.982 1.929 -6.711
N: 7.606 -6.018 -1.517
N: -6.066 3.003 -1.510
N: -2.861 -0.222 1.302
N: -2.715 7.157 -6.588
C: 7.269 0.951 -6.090
C: -0.205 -0.843 9.718
C: 1.331 -5.541 -2.819
C: -6.684 -0.242 5.332
C: -5.624 4.276 -1.410
C: -4.066 -1.021 1.211
C: -2.870 5.888 5.898
C: -3.186 1.016 0.561
C: -5.421 -0.300 1.714
C: 2.836 -2.886 -7.228
C: -2.833 2.477 1.119
C: -1.543 2.010 6.647
C: -0.070 -3.555 2.065
C: 4.053 -4.249 2.348
C: 6.920 -7.017 -0.907
C: -1.839 6.775 -7.554
C: 1.167 1.544 0.131
C: -0.036 1.045 2.996
C: 4.440 -0.791 -2.472
C: -0.597 2.842 -4.298
B: -0.878 -2.938 0.805
H: -5.463 2.280 -1.140
H: 2.867 0.317 -1.660
H: 8.312 -8.438 -1.553
H: -0.290 0.286 3.801
H: 1.706 -4.396 -4.446
H: -1.749 2.666 0.795
H: -5.861 0.154 0.760
H: 0.162 0.246 8.049
H: 2.301 1.609 0.297
H: 1.100 -1.210 8.131
H: 8.834 1.765 -7.214
H: 5.101 -3.850 0.664
H: -1.228 4.225 -5.738
H: -0.265 -2.212 11.213
H: 3.228 -5.032 4.028
H: 0.849 -2.260 -7.067
H: -6.224 -2.137 4.784
H: -7.231 -2.066 6.192
H: 1.769 -3.168 -9.006
H: -5.216 0.473 2.510
H: -2.138 3.573 7.897
H: 0.749 2.561 0.450
H: -6.943 2.745 -1.922
H: 0.849 1.667 3.368
H: -7.371 1.452 6.208
H: -2.609 8.194 -8.883
H: -3.485 3.294 0.663
H: -2.466 2.361 -5.096
H: 1.842 -2.078 -5.659
H: -7.896 0.015 7.017
H: -1.312 7.205 -9.462
H: 7.296 -1.046 -5.749
H: -7.352 5.016 -2.333
H: -1.840 1.286 -3.889
H: 4.401 -6.079 3.303
H: 0.817 -4.139 1.636
H: 0.310 4.513 -5.002
H: -6.148 -1.094 2.064
H: 2.400 -7.326 -2.618
H: -3.194 4.905 4.083
H: -0.456 3.164 7.903
H: -2.977 1.105 5.534
H: 0.987 1.306 -0.959
H: 0.313 -2.791 2.808
H: -0.773 -4.306 2.571
H: 5.490 -5.393 1.348
H: 6.985 -9.019 -0.605
H: 1.264 -6.952 -1.367
H: -4.253 6.892 4.692
H: 7.621 2.866 -6.654
H: -2.066 4.175 5.177
H: 7.230 -5.086 -1.438
H: -0.806 -3.866 -0.971
H: 2.656 -5.842 -4.408
H: 3.688 0.622 -3.814
H: -0.911 1.761 2.908
H: 8.454 -6.158 -2.035
H: -3.895 7.605 6.228
H: 8.645 -0.503 -6.690
H: 3.578 -0.893 -0.643
H: -2.667 6.672 -5.707
H: 0.853 -2.632 9.961
H: -2.852 2.477 2.254
H: -3.394 7.885 -6.706
H: 4.998 -0.362 -4.370
H: -3.596 2.382 6.529
H: -6.164 6.180 -1.855
H: 3.432 -3.648 -9.009

[2]
Below is 2 unconnected molecules or ions with the total composition C6H13FNO5P in a non-equilibrium geometry, with properties calculated with ωB97M-V/def2-TZVPD.

- Gap between HOMO and LUMO: 8.75 eV
- Energy relative to the best compared isomer or geometry (same formula, charge and spin): 123.4 kcal/mol
- Energy: -30162.230 eV
- Molecular weight: 229.14 g mol⁻¹
- LUMO level: -0.496 eV

CARTESIAN COORDINATES (ANGSTROEM)
P: 0.213 0.457 -0.647
F: 3.007 -0.155 -1.231
O: -0.464 0.094 0.741
O: -0.088 -0.722 -1.666
O: 2.041 1.493 1.560
O: 2.954 2.142 -0.212
O: -0.023 1.803 -1.121
N: 2.575 1.274 0.495
C: -1.483 0.326 2.795
C: -1.481 1.001 1.348
C: -2.433 -0.766 -2.261
C: 2.577 -0.055 0.022
C: -1.068 -0.740 -2.787
C: 2.878 -1.306 0.896
H: -2.215 0.952 3.329
H: -2.664 0.335 -2.071
H: -1.293 2.005 1.544
H: -2.391 -1.146 -1.154
H: -2.408 0.928 0.893
H: 2.910 -0.862 1.911
H: -1.869 -0.714 2.705
H: -0.460 0.192 3.243
H: 3.835 -1.710 0.502
H: -0.665 -1.708 -3.203
H: -3.238 -1.174 -2.921
H: 1.965 -2.021 0.705
H: -0.714 0.078 -3.416

[3]
Below is a molecular structure, C19H18HoN6O4S2 in a non-equilibrium geometry, with properties calculated with ωB97M-V/def2-TZVPD.

- Charge: -1
- Gap between HOMO and LUMO (spin up / spin down): 6.91 / 6.91 eV
- Energy relative to the best compared isomer or geometry (same formula, charge and spin): 43.6 kcal/mol
- Energy: -84599.645 eV
- ⟨S²⟩: 6.004
- Molecular weight: 623.46 g mol⁻¹
- LUMO level (spin up / spin down): 2.220 / 2.221 eV
- 2S+1: 5

CARTESIAN COORDINATES (ANGSTROEM)
Ho: -0.285 -0.896 -0.580
S: 1.772 -3.198 0.643
S: -2.206 0.118 -1.766
O: -1.547 -1.097 -2.383
O: -3.255 0.686 -2.559
O: -1.046 1.042 -1.502
O: -2.600 -0.351 -0.404
N: 0.804 -3.685 -1.812
N: -1.054 -2.199 1.285
N: 0.322 -5.260 -0.216
N: 1.084 -2.401 -1.994
N: 1.576 0.179 -2.139
N: 0.438 0.248 1.492
C: -2.332 3.503 1.626
C: 0.052 -0.437 2.565
C: -1.078 -2.493 3.571
C: 1.569 -1.978 -3.143
C: -0.079 2.674 1.836
C: -1.419 2.459 1.536
C: 2.346 2.116 -3.318
C: 0.327 3.948 2.226
C: 1.851 -0.583 -3.234
C: -1.923 4.767 2.021
C: -1.743 -3.303 1.597
C: 0.886 -4.052 -0.525
C: 0.966 1.569 1.749
C: 2.402 -0.014 -4.397
C: 1.805 1.486 -2.212
C: -0.585 4.988 2.321
C: 2.652 1.336 -4.436
C: -0.642 -1.657 2.489
C: -1.772 -3.533 2.996
H: -2.262 -4.354 3.497
H: 1.775 -2.641 -3.976
H: -1.761 1.488 1.209
H: 3.071 1.788 -5.326
H: -3.368 3.316 1.369
H: 1.528 1.571 2.692
H: -0.252 5.973 2.626
H: 2.502 3.186 -3.314
H: 1.528 2.066 -1.339
H: -2.215 -3.900 0.830
H: 0.254 -0.049 3.565
H: 1.678 1.815 0.958
H: 0.198 -5.412 0.771
H: -0.886 -2.320 4.619
H: -2.639 5.576 2.096
H: 1.372 4.132 2.455
H: 2.615 -0.649 -5.247
H: -0.426 -5.567 -0.818

[4]
Below is a single C17H26N4O5S molecule in a non-equilibrium geometry, with properties calculated with ωB97M-V/def2-TZVPD.

- Gap between HOMO and LUMO: 8.17 eV
- Energy relative to the best compared isomer or geometry (same formula, charge and spin): 81.5 kcal/mol
- Energy: -45081.605 eV
- Molecular weight: 398.48 g mol⁻¹
- LUMO level: -0.602 eV
- SMILES: CN(C)c1ccc(S(=O)(=O)NCC(=O)NCC2CCCCC2)cc1[N+](=O)[O-]

CARTESIAN COORDINATES (ANGSTROEM)
S: 0.218 0.462 -0.126
O: 0.910 1.282 -1.071
O: -2.400 4.278 -0.019
O: 0.373 -3.955 2.662
O: 1.830 -3.511 4.182
O: -0.820 -0.414 -0.606
N: 1.347 -3.355 3.074
N: -2.473 2.119 -0.690
N: -0.409 1.457 1.069
N: 4.232 -2.698 2.895
C: 1.389 -0.482 0.819
C: -2.403 0.456 -4.816
C: 3.598 -0.698 1.720
C: 1.912 -2.338 2.243
C: 3.272 -1.935 2.331
C: 2.680 0.008 0.988
C: -3.159 2.089 -3.063
C: -3.584 2.285 -1.603
C: -1.928 3.159 -0.036
C: 5.513 -2.142 3.261
C: -2.829 0.625 -3.360
C: -4.264 2.569 -4.005
C: -3.844 2.399 -5.463
C: -0.639 2.844 0.735
C: -3.502 0.942 -5.756
C: 4.129 -4.131 3.009
C: 1.004 -1.637 1.450
H: -3.962 3.299 -1.451
H: 3.446 -4.526 2.255
H: -2.969 3.022 -5.660
H: -5.172 1.989 -3.819
H: 5.113 -4.567 2.839
H: -3.180 0.837 -6.795
H: 4.604 -0.320 1.796
H: 0.198 3.151 0.102
H: 3.766 -4.435 3.996
H: -1.990 1.234 -0.741
H: -1.492 1.032 -4.994
H: 5.940 -2.756 4.053
H: 5.394 -1.132 3.648
H: -4.369 1.568 -1.342
H: 2.944 0.933 0.500
H: -0.009 -1.998 1.361
H: -0.625 3.448 1.646
H: -3.715 0.013 -3.171
H: -2.031 0.269 -2.706
H: -2.263 2.696 -3.236
H: -2.179 -0.594 -5.015
H: 6.209 -2.127 2.416
H: -1.191 1.020 1.534
H: -4.649 2.734 -6.121
H: -4.490 3.618 -3.806
H: -4.394 0.326 -5.619

[5]
Below is 2 unconnected molecules or ions with the total composition C19H41BClN3O7P2S in a non-equilibrium geometry, with properties calculated with ωB97M-V/def2-TZVPD.

- Gap between HOMO and LUMO: 1.76 eV
- Energy relative to the best compared isomer or geometry (same formula, charge and spin): 67.6 kcal/mol
- Energy: -81780.688 eV
- Molecular weight: 563.83 g mol⁻¹
- LUMO level: -4.901 eV

CARTESIAN COORDINATES (ANGSTROEM)
Cl: -3.941 0.350 2.024
S: -3.261 4.432 3.530
P: -1.921 3.253 2.699
P: -1.875 5.166 0.416
O: -0.748 3.251 -3.687
O: -0.974 5.382 -1.005
O: -0.099 -2.304 -1.580
O: 0.800 3.282 -2.099
O: -3.304 2.783 0.610
O: -1.743 1.134 0.465
O: 0.184 2.439 0.566
N: -3.884 0.683 -0.666
N: -0.864 5.860 1.668
N: 0.300 -3.256 -0.980
C: -0.303 2.960 -2.387
C: -2.035 3.339 0.810
C: -1.900 -4.113 -0.122
C: -1.333 2.261 -1.507
C: 0.429 -4.403 -1.939
C: 3.208 3.522 -0.133
C: -1.102 2.317 0.028
C: 1.012 1.329 0.303
C: 0.209 -4.316 1.280
C: 4.206 2.940 2.075
C: -1.765 -5.342 -1.022
C: -0.943 -5.016 -2.268
C: 2.400 1.431 1.033
C: 2.298 0.555 2.325
C: 1.122 -3.988 -3.246
C: 2.861 2.889 1.276
C: -0.554 -3.453 0.236
C: -0.847 -2.138 0.962
C: 1.357 -5.491 -1.359
B: -3.215 1.317 0.548
H: -1.516 -4.327 -2.897
H: 3.043 2.737 -0.892
H: -1.374 1.204 -1.809
H: 0.076 -1.615 1.221
H: 2.498 4.319 -0.400
H: 4.257 3.839 -0.204
H: -4.712 1.184 -0.963
H: 3.143 0.964 0.360
H: -1.320 -6.175 -0.474
H: 2.856 0.949 3.187
H: -1.391 -2.328 1.886
H: -0.802 -5.923 -2.857
H: -2.313 2.691 -1.765
H: -0.044 5.209 -0.766
H: 0.924 -6.032 -0.520
H: -2.198 1.945 3.154
H: 2.730 -0.439 2.101
H: 1.288 -4.289 1.118
H: -1.471 -1.461 0.376
H: -2.419 -4.391 0.796
H: -0.109 -5.358 1.279
H: -0.835 4.219 -3.693
H: 4.536 3.990 2.140
H: 2.087 -3.517 -3.048
H: 2.308 -5.066 -1.034
H: -2.542 -3.385 -0.628
H: -2.761 -5.674 -1.325
H: 1.578 -6.242 -2.116
H: 4.950 2.423 1.444
H: 0.053 -3.946 2.290
H: 0.582 0.372 0.649
H: 0.065 5.431 1.552
H: 4.125 2.520 3.086
H: -0.624 3.639 3.130
H: 1.173 1.182 -0.785
H: 0.520 -3.300 -3.839
H: 2.079 3.508 1.741
H: -4.063 -0.300 -0.533
H: 1.256 0.420 2.667
H: 1.302 -4.862 -3.869
H: -0.711 6.829 1.386

[6]
Below is 6 unconnected molecules or ions with the total composition C24H48BrN5O10 in a non-equilibrium geometry, with properties calculated with ωB97M-V/def2-TZVPD.

- Gap between HOMO and LUMO: 8.94 eV
- Energy: -123633.106 eV
- Molecular weight: 646.58 g mol⁻¹
- LUMO level: 0.379 eV
- SMILES: C[C@@H](O)CO[C@@H]1COC(=O)[C@H]1CC(=O)Br.CN(C)C=O.CN(C)C=O.CN(C)C=O.CN(C)C=O.CN(C)C=O

CARTESIAN COORDINATES (ANGSTROEM)
Br: 5.629 -0.559 3.276
O: 3.229 -6.929 2.731
O: 3.498 4.639 1.025
O: 1.499 -0.390 1.359
O: 2.246 -3.776 3.986
O: 2.120 -0.334 3.531
O: 3.468 -2.529 -3.510
O: -3.145 0.137 -6.027
O: -0.846 -1.859 -2.368
O: -2.666 5.065 2.257
O: 6.170 -1.470 0.813
N: -4.138 5.181 3.990
N: -5.346 -0.385 -5.774
N: 1.297 4.127 1.310
N: -1.938 -0.031 -1.568
N: 2.298 -1.105 -4.850
C: 3.046 -2.623 3.749
C: -5.441 4.838 4.523
C: 3.546 -5.534 2.767
C: -3.746 4.806 2.755
C: -0.092 4.547 1.216
C: 5.100 -5.421 2.715
C: 3.015 -4.966 4.116
C: 2.879 -2.153 2.275
C: 2.313 0.051 -5.723
C: 2.183 -1.469 4.405
C: 2.070 -0.839 2.264
C: 1.035 -1.792 -4.609
C: -2.879 1.044 -1.805
C: 1.594 2.789 1.793
C: 4.036 -2.272 1.254
C: -1.298 -0.147 -0.268
C: -6.731 0.027 -5.895
C: -1.627 -0.936 -2.516
C: 2.318 4.935 0.966
C: 5.330 -1.513 1.592
C: -4.323 0.429 -6.107
C: 3.415 -1.565 -4.253
C: -5.046 -1.718 -5.278
C: -3.220 5.953 4.809
H: 3.824 -4.879 4.863
H: -5.318 4.245 5.432
H: 4.034 -2.582 4.222
H: -7.252 -0.645 -6.580
H: -2.301 5.385 4.963
H: 1.983 5.926 0.614
H: -3.675 6.178 5.771
H: -4.438 -1.643 -4.375
H: -0.163 5.566 0.841
H: 1.172 -1.916 4.385
H: 2.378 -1.226 5.455
H: 2.325 -5.733 4.505
H: -5.989 5.752 4.762
H: 3.177 -7.196 1.804
H: 5.499 -6.278 3.276
H: -4.480 -2.268 -6.030
H: 1.962 -0.238 -6.716
H: 4.313 -0.972 -4.503
H: -0.218 -0.080 -0.393
H: -2.379 2.005 -1.661
H: 2.144 2.243 1.026
H: -4.656 1.416 -6.472
H: -7.211 -0.016 -4.915
H: 0.675 2.258 2.029
H: -1.638 0.644 0.397
H: 2.161 -2.902 1.883
H: 1.652 0.821 -5.319
H: 5.478 -4.492 3.170
H: 0.816 -1.780 -3.549
H: -0.551 4.498 2.197
H: -3.710 0.963 -1.099
H: 3.320 0.456 -5.806
H: -1.537 -1.119 0.166
H: -6.013 4.261 3.798
H: 3.098 -4.976 1.931
H: 0.229 -1.306 -5.156
H: 2.218 2.856 2.686
H: 5.436 -5.525 1.670
H: -2.968 6.883 4.297
H: 3.673 -1.825 0.311
H: 4.280 -3.311 0.997
H: -2.158 -0.766 -3.470
H: 1.124 -2.831 -4.933
H: -0.623 3.878 0.534
H: -3.268 0.996 -2.821
H: -5.968 -2.250 -5.053
H: -6.796 1.044 -6.278
H: -4.514 4.225 2.216

Q: The lowest molecular weight belongs to which entry?
A: C6H13FNO5P

Q: Among the records above, which one has the lowest molecular weight?
A: C6H13FNO5P

Q: Number 1 is which compound?
A: C20H68AlBBrN27O16P